Record 1
Formula: C6H9N
Source: the OMol25 dataset
Level of theory: wB97M-V/def2-TZVPD

Computed properties:
charge = 0
DFT total energy = -7856.08713 eV
relative energy (zero: lowest compared OMol25 entry of this formula, charge and spin) = 200.0 kJ/mol

Atoms and positions in Å:
C -0.458 -1.618 -0.375
C 1.632 -0.367 0.342
C 0.113 -0.376 0.306
C -0.990 0.984 1.287
C -0.611 1.708 -1.176
N -0.484 -0.138 1.660
C -0.524 0.963 -0.090
H -1.573 1.671 1.877
H -1.095 -2.153 0.327
H -1.056 -1.342 -1.240
H 1.989 -1.233 0.895
H 1.995 0.533 0.835
H 2.027 -0.399 -0.671
H 0.336 -2.286 -0.697
H -0.146 1.413 -2.102
H -1.154 2.639 -1.179

Atomic partial charges in e from the natural (NBO) method, atoms 1 to 8: number 1, C, carries -0.624; number 2, C, carries -0.607; number 3, C, carries 0.053; number 4, C, carries 0.045; number 5, C, carries -0.383; number 6, N, carries -0.342; number 7, C, carries -0.048; number 8, H, carries 0.190

Record 2
Formula: C4H29N3O8
Source: the OMol25 dataset
Level of theory: wB97M-V/def2-TZVPD

Computed properties:
charge = 0
DFT total energy = -25469.13062 eV
relative energy (zero: lowest compared OMol25 entry of this formula, charge and spin) = 34.5 kJ/mol

Atoms and positions in Å:
N -2.194 0.192 -2.873
C -0.989 0.990 -2.509
C -0.777 1.218 -1.005
C -0.389 -0.066 -0.259
N 1.035 -0.353 -0.494
C 1.516 -1.532 0.284
N 2.921 -1.360 0.623
H -2.969 0.665 -2.579
H -2.253 -0.684 -2.401
H -0.103 0.470 -2.972
H -1.089 1.992 -3.069
H -0.005 1.976 -0.843
H -1.710 1.655 -0.560
H -1.041 -0.847 -0.546
H -0.540 0.156 0.815
H 1.174 -0.507 -1.523
H 0.950 -1.671 1.258
H 1.388 -2.502 -0.255
H 3.078 -0.490 1.082
H 3.503 -1.403 -0.203
O -1.884 -2.816 -1.169
H -1.104 -2.631 -1.683
H -2.204 -3.679 -1.461
O -0.880 0.030 3.534
H -1.096 0.822 2.998
H -1.341 -0.601 3.088
O 0.177 -2.093 -2.740
H -0.286 -1.301 -3.149
H 0.470 -2.723 -3.395
O 1.789 0.315 3.474
H 0.796 0.158 3.639
H 2.202 -0.491 3.510
O -3.649 -0.543 -0.486
H -3.298 -1.398 -0.575
H -3.190 -0.137 0.255
O 1.468 1.971 1.374
H 1.443 1.223 0.821
H 1.724 1.515 2.187
O 3.256 2.051 -0.631
H 2.690 1.294 -0.816
H 2.851 2.489 0.138
O -1.156 2.145 1.945
H -1.336 2.989 2.331
H -0.164 2.151 1.647

Atomic partial charges in e from the natural (NBO) method, atoms 1 to 8: number 1, N, carries -0.848; number 2, C, carries -0.217; number 3, C, carries -0.442; number 4, C, carries -0.256; number 5, N, carries -0.713; number 6, C, carries -0.059; number 7, N, carries -0.840; number 8, H, carries 0.365

Record 3
Formula: C36H57HfN6OP2S3SeSi
Source: the OMol25 dataset
Level of theory: wB97M-V/def2-TZVPD

Computed properties:
charge = +3
DFT total energy = -174843.00792 eV
relative energy (zero: lowest compared OMol25 entry of this formula, charge and spin) = 60.0 kJ/mol

Atoms and positions in Å:
Hf -0.188 0.144 -0.253
C -3.334 -0.196 2.686
P -1.886 0.731 2.061
C -2.548 2.422 1.911
C -0.847 0.801 3.559
C -1.275 1.524 4.674
C -0.518 1.543 5.836
C 0.667 0.820 5.899
C 1.085 0.075 4.805
C 0.333 0.062 3.632
P 0.780 -0.967 2.200
C -0.431 -2.346 2.436
C 2.283 -1.876 2.681
H -3.786 0.410 3.471
H -3.025 -1.147 3.117
H -4.077 -0.372 1.908
H -2.738 2.840 2.897
H -3.490 2.379 1.375
H -1.859 3.069 1.372
H -2.208 2.077 4.655
H -0.857 2.116 6.691
H 1.264 0.828 6.806
H 2.007 -0.491 4.881
H -0.510 -2.571 3.500
H -0.085 -3.227 1.901
H -1.422 -2.093 2.065
H 2.060 -2.426 3.595
H 3.134 -1.224 2.849
H 2.519 -2.580 1.886
C 2.453 -0.144 -3.459
C 1.508 1.005 -3.257
C 1.551 2.078 -4.118
C 0.609 3.102 -4.005
C -0.389 3.020 -3.062
C -0.415 1.906 -2.221
N 0.551 0.949 -2.285
N -1.368 1.623 -1.254
Si -3.047 2.183 -1.605
C -3.347 3.937 -1.104
C -3.331 2.009 -3.430
C -4.258 1.000 -0.815
H 2.273 -0.577 -4.447
H 2.335 -0.906 -2.699
H 3.486 0.202 -3.445
H 2.307 2.098 -4.894
H 0.657 3.959 -4.669
H -1.137 3.798 -2.953
H -2.511 4.607 -1.334
H -3.578 4.050 -0.042
H -4.217 4.299 -1.669
H -2.657 2.604 -4.055
H -4.354 2.339 -3.652
H -3.264 0.955 -3.723
H -3.788 0.304 -0.128
H -4.754 0.405 -1.593
H -5.052 1.536 -0.276
C 2.916 3.104 2.724
C 1.439 3.376 2.448
S 0.729 2.762 0.884
C 1.867 3.424 -0.353
C 3.110 2.571 -0.668
S 2.868 0.790 -0.433
C 4.381 0.315 0.441
C 4.716 1.113 1.712
S 3.320 1.344 2.831
H 3.162 3.551 3.686
H 3.551 3.577 1.977
H 1.271 4.452 2.408
H 0.802 2.960 3.231
H 2.154 4.418 -0.008
H 1.265 3.560 -1.243
H 3.951 2.856 -0.041
H 3.401 2.735 -1.705
H 5.192 0.398 -0.281
H 4.235 -0.744 0.660
H 5.145 2.085 1.482
H 5.476 0.570 2.273
N -2.194 -0.871 -5.518
C -2.446 -2.029 -4.854
O -2.465 -3.126 -5.373
C -2.631 -1.944 -3.359
C -3.600 -2.727 -2.742
C -3.647 -2.769 -1.361
C -2.711 -2.058 -0.639
N -1.762 -1.317 -1.221
C -1.736 -1.258 -2.571
H -2.138 -0.930 -6.524
H -2.441 0.024 -5.127
H -4.298 -3.296 -3.348
H -4.390 -3.358 -0.841
H -2.708 -2.096 0.441
H -0.948 -0.674 -3.016
C 0.665 -3.258 -3.934
N 1.306 -4.132 -2.955
C 1.732 -5.421 -3.253
C 2.256 -5.928 -2.125
N 2.147 -4.944 -1.152
C 2.622 -5.080 0.232
C 1.560 -3.858 -1.670
Se 1.294 -2.320 -0.626
H 1.143 -3.396 -4.899
H 0.784 -2.227 -3.616
H -0.385 -3.511 -4.030
H 1.622 -5.853 -4.237
H 2.705 -6.890 -1.927
H 3.087 -6.054 0.338
H 1.789 -5.005 0.926
H 3.356 -4.309 0.452

Atomic partial charges in e from the Löwdin method, atoms 1 to 8: number 1, Hf, carries 1.277; number 2, C, carries -0.215; number 3, P, carries 0.840; number 4, C, carries -0.251; number 5, C, carries -0.409; number 6, C, carries -0.075; number 7, C, carries -0.030; number 8, C, carries -0.026

Record 4
Formula: C5H11BO
Source: the OMol25 dataset
Level of theory: wB97M-V/def2-TZVPD

Computed properties:
charge = 0
DFT total energy = -8082.84636 eV
2S+1 = 3

Atoms and positions in Å:
B 1.240 -2.680 -0.282
C 0.276 1.065 -1.005
C 0.242 0.555 0.173
C 0.984 0.532 -2.211
C -1.363 -0.334 1.827
C -0.059 0.426 1.572
O 1.629 -1.658 0.366
H 0.426 -2.674 -1.168
H 1.677 -3.772 -0.035
H -0.266 1.999 -1.180
H 0.266 0.359 -3.012
H 1.713 1.263 -2.560
H 1.486 -0.395 -1.958
H -1.540 -0.422 2.897
H -1.291 -1.332 1.399
H -2.206 0.184 1.373
H 0.770 -0.119 2.039
H -0.093 1.423 2.031

Atomic partial charges in e from the natural (NBO) method, atoms 1 to 8: number 1, B, carries 0.450; number 2, C, carries -0.320; number 3, C, carries 0.154; number 4, C, carries -0.621; number 5, C, carries -0.584; number 6, C, carries -0.514; number 7, O, carries -0.451; number 8, H, carries 0.003

Record 5
Formula: CH4S
Source: the OMol25 dataset
Level of theory: wB97M-V/def2-TZVPD

Computed properties:
charge = 0
DFT total energy = -11936.59126 eV
relative energy (zero: lowest compared OMol25 entry of this formula, charge and spin) = 28.8 kJ/mol

Atoms and positions in Å:
C 1.166 0.024 0.010
S -0.664 -0.094 0.001
H 1.683 0.720 -0.689
H 1.471 0.381 0.939
H 1.563 -1.001 -0.239
H -1.091 1.261 -0.080

The natural (NBO) scheme yields these atomic charges, measured in e: number 1, C, carries -0.729; number 2, S, carries -0.070; number 3, H, carries 0.221; number 4, H, carries 0.209; number 5, H, carries 0.232; number 6, H, carries 0.137